Record 1
Formula: C22H44CeN3O2P3
Source: the OMol25 dataset
Level of theory: ωB97M-V with the def2-TZVPD basis set

Geometry as XYZ:
```
75
Properties=species:S:1:pos:R:3:forces:R:3
Ce -1.30690 -0.76030 -1.25668 1.73 -0.21 1.32
P 1.63004 -0.72781 -1.58168 0.72 -0.14 -0.26
P 0.98289 -1.86107 1.72842 -0.47 -0.56 0.45
P 2.45359 2.99845 2.85754 1.55 -0.29 3.62
H -3.86378 0.40460 -1.22076 0.57 0.52 -0.08
C -2.87193 0.90180 -1.28590 -0.44 0.69 0.11
C -2.17423 0.95715 -2.53026 -0.49 0.33 -0.57
H -2.66077 0.56818 -3.44438 0.23 0.53 0.42
C 1.56560 -1.87975 -3.02150 0.12 -0.01 -0.03
C 3.13209 -1.30894 -0.71447 0.15 0.12 0.07
C 2.19366 0.82403 -2.37135 -0.14 0.16 -0.06
C -0.35236 -1.56260 2.95583 0.04 0.14 0.03
C 0.40583 -3.49073 1.05841 0.02 0.08 -0.05
C 2.25724 -2.54004 2.88485 0.41 0.33 -0.11
C 2.91034 4.66988 3.46860 -0.66 0.25 -1.29
C 3.96343 1.93154 2.96832 0.09 -0.36 -1.44
C 1.50491 2.31010 4.30367 -0.74 -0.28 -1.25
H -2.63594 1.62421 -0.48335 -0.31 -0.19 -0.42
H -1.35097 1.68361 -2.67326 -0.60 -0.22 -0.04
H 0.56902 -1.92965 -3.49542 0.30 0.01 0.05
H 1.84298 -2.88781 -2.68212 -0.16 0.22 -0.17
H 2.29465 -1.53785 -3.76784 -0.24 -0.28 0.04
H 3.05077 -2.38041 -0.48246 0.02 0.34 0.00
H 3.24597 -0.74538 0.22446 -0.02 -0.26 -0.35
H 4.01898 -1.14629 -1.34524 -0.26 -0.09 0.12
H 1.31960 1.40713 -2.69697 0.35 -0.04 -0.02
H 2.82945 0.59832 -3.23741 -0.09 0.18 0.24
H 2.76121 1.41978 -1.64482 -0.15 -0.10 -0.20
H -0.30334 -2.32248 3.74804 -0.28 0.25 -0.20
H -1.32924 -1.59460 2.45440 0.11 0.06 0.25
H -0.20309 -0.56605 3.39672 -0.19 -0.31 -0.01
H 0.49595 -4.24300 1.85594 -0.19 0.08 -0.35
H 1.05665 -3.77948 0.22148 -0.14 -0.10 0.18
H -0.63567 -3.43674 0.70281 0.36 -0.08 0.18
H 1.79507 -2.81097 3.84343 0.14 0.04 -0.27
H 3.03513 -1.78431 3.06036 -0.08 -0.34 0.09
H 2.71938 -3.43891 2.45477 0.00 0.33 0.09
H 3.88019 4.67969 3.97969 -0.16 -0.21 -0.22
H 2.10190 4.98721 4.14206 0.31 0.11 -0.34
H 2.92716 5.29469 2.55583 0.21 0.26 0.75
H 4.89449 2.47576 2.73854 -0.46 -0.08 0.15
H 3.84204 1.16948 2.17233 0.26 0.12 0.44
H 4.03021 1.40061 3.93312 -0.15 0.51 -0.34
H 1.31202 3.06284 5.08804 0.05 -0.30 -0.57
H 2.03337 1.43364 4.71467 -0.32 0.42 -0.25
H 0.57227 1.98748 3.80381 0.00 -0.06 0.92
C -0.02628 3.86865 0.35545 -0.70 0.46 -0.09
C -1.14609 3.89641 1.19202 -0.23 0.48 -0.06
C -2.15338 4.87703 0.99125 0.59 -0.53 0.16
C -2.02711 5.80888 -0.06035 0.62 -0.14 0.52
C -0.90682 5.72812 -0.90651 0.73 -0.36 0.38
C 0.14657 4.79551 -0.67962 -0.79 -0.16 0.13
O 0.83850 2.79269 0.57518 0.63 0.00 0.35
H 1.77960 3.01106 0.44017 -0.50 0.21 -0.50
H -1.12836 3.18232 2.03681 -0.46 0.49 -0.56
H -3.00511 4.88608 1.68848 0.48 0.20 -0.46
H -2.68835 6.69296 -0.13134 0.17 -0.96 -0.16
H -0.83118 6.43239 -1.73205 0.15 -0.10 0.21
H 1.06877 4.71966 -1.27456 -0.64 0.34 0.00
C -3.79985 -4.79570 -0.26460 -0.15 -0.61 0.57
N -3.42666 -4.20461 -1.54463 -0.62 -0.39 -0.40
C -3.63226 -4.82962 -2.74639 0.24 0.47 -0.29
C -3.23845 -4.25197 -3.92299 -0.47 -0.98 -0.13
C -2.60377 -3.00354 -3.86353 0.93 1.84 0.29
N -2.35583 -2.42543 -2.64366 -0.90 -1.02 -0.37
C -2.81477 -3.02459 -1.51373 1.39 0.73 0.80
O -2.50853 -2.49141 -0.36161 -0.81 -0.70 -1.69
N -2.16522 -2.29902 -4.92778 -0.40 -0.55 0.56
H -2.89406 -5.03360 0.29241 -0.06 -0.01 -0.01
H -4.34022 -5.71384 -0.47136 -0.08 -0.01 0.09
H -4.41262 -4.12494 0.34465 0.09 -0.04 -0.37
H -4.11071 -5.80004 -2.68715 0.00 0.09 -0.11
H -3.40936 -4.75774 -4.87969 0.04 0.22 0.50
H -2.33487 -2.64595 -5.86256 0.06 0.12 0.07
H -1.81342 -1.34480 -4.82262 -0.29 -0.68 -0.05
```
Positions in Å, forces in eV/Å.

ΔE to the lowest compared entry with this formula, charge and spin = 106.44 kcal per mole
HOMO-LUMO gap (alpha / beta) = 7.1705 / 4.4617 eV
Multiplicity = 2
HOMO energy (alpha / beta) = -0.564 / -0.561 hartree
Charge = +3


Record 2
Formula: C22H44N3O2P3Ru
Source: the OMol25 dataset
Level of theory: ωB97M-V with the def2-TZVPD basis set

Geometry as XYZ:
```
75
Properties=species:S:1:pos:R:3:forces:R:3
Ru 0.31425 0.08275 1.01477 -1.27 -2.21 2.06
P 0.71075 -1.65480 -0.50381 0.07 -2.29 -0.72
P 2.61499 -0.04185 1.58370 2.63 0.18 -0.06
P -1.80716 0.39454 -0.03549 -1.86 0.82 -1.02
H 1.98777 1.79598 -0.35825 -0.30 -0.35 0.06
C 0.91462 1.73472 -0.15899 -0.42 2.24 1.59
C 0.46636 2.22410 1.12861 1.02 2.99 -2.23
H 1.21332 2.57939 1.84411 -0.40 -0.53 0.03
C 1.22590 -1.08629 -2.15990 -0.13 0.52 -0.06
C 1.95907 -2.96007 -0.13604 0.11 0.20 0.32
C -0.73095 -2.77450 -0.74052 -0.04 0.07 -0.09
C 3.29011 1.42026 2.44882 -0.46 0.20 0.15
C 3.13067 -1.39002 2.70379 -0.49 -0.24 0.07
C 3.83675 -0.12724 0.18313 -0.27 -0.11 0.02
C -2.56708 2.05758 0.06948 0.43 0.10 0.45
C -3.09482 -0.64506 0.72486 0.27 -0.30 0.10
C -1.98392 0.23404 -1.86795 0.14 -0.37 0.04
H 0.25747 1.94159 -1.00882 0.16 -0.30 0.21
H -0.48331 2.76491 1.17225 0.19 -0.69 0.30
H 1.43064 -1.95928 -2.79134 -0.03 0.03 0.29
H 2.13414 -0.47876 -2.09407 -0.10 -0.18 0.02
H 0.44959 -0.48912 -2.64907 0.19 -0.18 0.23
H 2.15887 -3.50242 -1.06940 -0.10 0.09 0.19
H 1.55806 -3.67740 0.59520 0.09 0.16 -0.22
H 2.90306 -2.56317 0.24744 -0.36 -0.30 -0.23
H -0.38296 -3.70124 -1.22112 -0.06 0.28 0.11
H -1.51542 -2.33007 -1.35965 0.23 -0.24 0.24
H -1.16867 -3.03850 0.23235 0.18 0.00 -0.23
H 4.35465 1.25015 2.66766 -0.33 -0.04 -0.13
H 2.75607 1.57048 3.39543 0.14 0.07 -0.15
H 3.19478 2.32179 1.83027 0.18 -0.18 0.18
H 4.17793 -1.24357 2.98931 -0.14 0.12 -0.11
H 3.03373 -2.37319 2.23432 0.03 0.21 0.20
H 2.50537 -1.37425 3.60510 0.26 0.02 -0.15
H 4.82180 0.18817 0.55776 -0.34 -0.09 -0.03
H 3.54265 0.54813 -0.62832 0.20 -0.10 0.19
H 3.93830 -1.13668 -0.22786 0.05 0.35 0.08
H -3.55922 2.01124 -0.40030 0.28 -0.05 0.14
H -1.95192 2.79120 -0.46354 -0.20 -0.03 0.03
H -2.65672 2.34464 1.12164 -0.10 0.04 -0.28
H -4.03453 -0.51296 0.17493 0.18 0.00 0.07
H -3.23799 -0.32399 1.76438 0.03 -0.04 -0.27
H -2.80508 -1.69947 0.70412 -0.22 0.18 0.07
H -2.93296 0.69945 -2.17404 0.25 -0.17 0.26
H -1.98399 -0.80220 -2.22055 0.01 0.39 -0.03
H -1.16405 0.77661 -2.35430 -0.20 -0.09 0.16
C -0.57715 0.29633 -5.72690 0.66 -1.77 0.91
C -0.00213 0.35135 -7.01746 0.47 1.13 -1.10
C 0.08983 1.60200 -7.64031 0.36 -2.02 -0.26
C -0.41480 2.75105 -7.01741 0.15 0.69 -0.27
C -1.11367 2.64902 -5.80848 -0.92 -1.36 1.66
C -1.25798 1.39678 -5.19648 -0.35 2.16 0.12
O -0.40116 -0.77967 -4.88976 -0.32 1.52 -1.73
H 0.14994 -1.44619 -5.34179 -0.24 0.01 0.03
H 0.38643 -0.55663 -7.48367 0.00 0.32 0.06
H 0.56653 1.68678 -8.62182 -0.17 -0.09 0.38
H -0.27558 3.73171 -7.48214 -0.08 -0.35 0.09
H -1.55298 3.52696 -5.32703 0.12 -0.28 -0.33
H -1.83485 1.25767 -4.28388 0.20 0.20 -0.29
C -2.67364 1.47935 5.54854 -0.57 0.58 0.30
N -1.77223 0.47740 4.97055 0.53 -0.47 -0.39
C -1.40861 -0.58990 5.72292 0.05 0.40 -0.60
C -0.68308 -1.59284 5.15433 -0.02 -0.31 0.19
C -0.36329 -1.50040 3.78102 0.49 -0.82 0.27
N -0.52060 -0.35315 3.09188 0.03 -0.04 -1.09
C -1.33005 0.61961 3.64532 -1.11 1.69 0.35
O -1.70073 1.60983 2.99790 0.93 -1.37 0.05
N 0.15477 -2.58028 3.16272 -0.03 0.20 -0.19
H -2.81030 2.27436 4.81986 0.01 -0.06 0.18
H -2.25730 1.89733 6.47497 0.05 -0.19 -0.35
H -3.65178 1.03269 5.78150 0.37 0.03 -0.18
H -1.76740 -0.55307 6.75196 0.23 -0.31 -0.20
H -0.38935 -2.47474 5.71423 -0.17 0.14 -0.04
H 0.23293 -3.44283 3.68505 0.04 0.04 -0.12
H 0.35729 -2.61611 2.16429 -0.19 0.14 0.70
```
Positions in Å, forces in eV/Å.

ΔE to the lowest compared entry with this formula, charge and spin = 9.38 kcal per mole
HOMO-LUMO gap (alpha / beta) = 8.3704 / 4.6318 eV
Multiplicity = 5
HOMO energy (alpha / beta) = -0.712 / -0.711 hartree
Charge = +4


Record 3
Formula: C22H44N3O2P3V
Source: the OMol25 dataset
Level of theory: ωB97M-V with the def2-TZVPD basis set

Geometry as XYZ:
```
75
Properties=species:S:1:pos:R:3:forces:R:3
V -0.13695 0.59644 0.12786 -1.97 -0.39 0.74
P 1.68510 -0.69515 0.97928 2.32 -0.93 1.22
P 1.05836 2.33475 -0.95907 1.29 1.20 0.54
P -1.14400 -1.63369 -0.39401 -0.97 -1.62 -0.34
H 0.01281 3.49981 -4.83083 -0.01 -0.31 -0.04
C -0.51909 2.53890 -4.83001 -0.15 0.71 -1.10
C -1.56231 2.51697 -3.77038 -0.75 0.10 -0.36
H -1.20476 2.89912 -2.81839 0.23 0.04 0.29
C 2.88832 -1.43538 -0.20626 -0.36 0.27 -0.33
C 2.73522 0.32060 2.08927 -0.10 0.29 -0.06
C 1.36790 -2.10248 2.10517 -0.59 -0.02 0.03
C 0.94850 4.02142 -1.64732 -0.56 0.32 -0.61
C 1.06992 2.77100 0.84293 -0.17 0.29 -0.02
C 2.80187 1.85415 -1.23729 -0.10 -0.53 -0.54
C -2.73613 -1.55574 -1.28234 -0.24 0.60 -0.23
C -1.67448 -2.66850 1.05487 0.25 0.48 0.46
C -0.22816 -2.88806 -1.36139 0.48 0.23 -0.12
H -0.95695 2.41719 -5.83298 -0.01 0.16 0.34
H -2.43567 3.13394 -4.02524 0.31 -0.01 -0.11
H 3.77602 -1.75717 0.35972 -0.33 0.08 -0.12
H 3.18691 -0.69771 -0.96205 0.03 -0.44 0.23
H 2.43025 -2.30070 -0.70614 0.23 0.27 0.16
H 3.62229 -0.26273 2.37101 -0.27 0.11 -0.07
H 2.14647 0.55935 2.98593 0.19 -0.05 -0.18
H 3.05637 1.25760 1.62125 0.03 -0.39 0.28
H 1.21824 -3.03680 1.54804 0.05 0.30 0.17
H 0.48474 -1.88076 2.71866 0.30 -0.16 -0.07
H 2.23964 -2.21710 2.76629 -0.21 0.08 -0.29
H 1.96770 4.42875 -1.71597 -0.32 -0.15 0.12
H 0.33985 4.65312 -0.98604 0.18 -0.23 -0.18
H 0.48604 4.05716 -2.63985 0.29 -0.09 0.18
H 2.11800 2.95554 1.12926 -0.58 -0.12 0.12
H 0.62652 2.01554 1.53665 0.35 0.42 0.11
H 0.50148 3.70779 0.94688 0.07 -0.47 0.19
H 3.36615 2.70129 -1.64153 -0.10 -0.19 0.09
H 2.77800 1.04537 -1.97284 0.35 0.23 -0.14
H 3.29921 1.47078 -0.33877 -0.24 0.25 -0.25
H -3.35195 -2.40973 -0.96888 0.25 0.23 -0.20
H -2.56614 -1.58604 -2.36647 -0.04 0.05 0.26
H -3.25908 -0.62110 -1.03806 0.03 -0.54 -0.16
H -2.63938 -3.13454 0.81137 0.39 0.16 0.07
H -1.79128 -2.05217 1.95801 -0.02 -0.30 -0.17
H -0.92928 -3.45334 1.24517 -0.33 0.32 0.01
H -0.94320 -3.44193 -1.98074 0.12 0.11 0.16
H 0.28472 -3.58729 -0.69232 -0.07 0.14 -0.14
H 0.50330 -2.41286 -2.02091 -0.15 -0.19 -0.02
C -1.75084 0.05740 -4.16400 -0.40 -0.15 -0.04
C -0.49919 -0.58027 -4.02790 -1.09 0.48 -0.41
C -0.31164 -1.71914 -4.80843 -0.03 -0.34 0.16
C -1.35069 -2.26891 -5.56383 -0.07 -0.12 -0.02
C -2.62606 -1.68370 -5.54698 -0.26 -0.17 0.01
C -2.84396 -0.50951 -4.84028 0.90 0.04 -0.02
O -2.09309 1.21688 -3.51502 -0.20 -0.02 1.80
H 0.14452 1.70480 -4.73989 0.78 -0.22 0.25
H 0.28165 -0.18304 -3.35951 -0.31 -0.03 -0.52
H 0.65869 -2.20413 -4.79566 -0.08 -0.06 -0.09
H -1.15904 -3.18065 -6.14142 -0.16 0.46 0.22
H -3.49238 -2.11069 -6.06198 0.58 -0.10 0.00
H -3.81970 0.00190 -4.80188 0.66 -0.32 -0.13
C -2.46922 0.97983 4.72940 0.07 -0.15 0.65
N -2.75306 1.24018 3.31844 0.08 0.27 -0.56
C -3.95453 1.72460 2.88369 0.54 -0.29 -0.16
C -4.18725 1.90228 1.54955 -0.50 0.05 0.45
C -3.15886 1.59939 0.63765 -0.38 -0.34 -0.99
N -1.94477 1.24302 1.09244 1.02 -0.33 -0.01
C -1.74408 0.99135 2.42831 0.79 -0.45 0.59
O -0.64791 0.50654 2.81997 -0.92 0.56 -1.45
N -3.38763 1.53701 -0.69532 0.26 0.82 0.80
H -3.33057 1.31939 5.31099 0.26 -0.09 -0.05
H -1.56296 1.52292 5.03485 -0.39 -0.20 -0.11
H -2.31457 -0.09812 4.88614 -0.06 0.42 -0.04
H -4.66123 1.90040 3.69148 -0.13 0.09 -0.41
H -5.15399 2.22166 1.17995 0.09 0.03 0.17
H -4.29134 1.81902 -1.05212 0.08 0.05 0.05
H -2.63504 1.55495 -1.38142 -0.22 -0.21 -0.06
```
Positions in Å, forces in eV/Å.

HOMO-LUMO gap (alpha / beta) = 4.8968 / 5.6027 eV
Multiplicity = 3
HOMO energy (alpha / beta) = -0.586 / -0.586 hartree
Charge = +3